Record 1
This record from the OMol25 dataset describes one molecule with the formula C5H7NO. The level of theory is ωB97M-V/def2-TZVPD.

Structure (ORCA input):
```
! wB97M-V def2-TZVPD RIJCOSX def2/J DEFGRID3
* xyz 0 1
C 0.10658 1.37796 1.15147
N 0.92560 0.43428 0.94057
C 0.33389 -0.88976 0.94787
C 0.09389 -1.29170 -0.51876
C -0.22548 -0.12310 -1.41187
C -0.44737 1.15832 -1.22194
O -0.67836 2.30490 -1.32160
H 0.42290 2.41098 1.02794
H -0.94111 1.20911 1.43972
H -0.60971 -0.90187 1.51603
H 1.02607 -1.59621 1.41827
H -0.71769 -2.03058 -0.58899
H 0.99353 -1.78321 -0.90254
H -0.29226 -0.30207 -2.47803
*
```

The value obtained for the frontier orbital gap is 9.61 eV. As for the electronic energy: -324.638314 hartree. Its energy relative to the best compared isomer or geometry (same formula, charge and spin) is 54.1 kcal/mol. The calculation puts the molar mass at 97.12 g/mol. As for the LUMO energy: 0.922 eV. The calculation puts the highest occupied orbital energy at -8.69 eV.

Record 2
This record from the OMol25 dataset describes C5H7NO as an isolated structure. The level of theory is ωB97M-V/def2-TZVPD.

Structure (ORCA input):
```
! wB97M-V def2-TZVPD RIJCOSX def2/J DEFGRID3
* xyz 0 1
C -1.03423 -0.96245 0.00483
C -0.97185 0.41548 -0.67762
O -1.07927 1.49909 0.23580
C 0.29510 1.44743 0.82637
C 0.40372 0.28058 1.65115
N 0.31270 -0.60822 0.60364
C 0.54031 0.38829 -0.38916
H -1.79206 -1.17862 0.75703
H -0.92015 -1.78818 -0.70104
H -1.46394 0.61382 -1.63067
H 0.66841 2.44854 1.02320
H 2.14622 -1.54212 -2.44845
H 0.74490 0.04600 2.65343
H 1.90856 -1.03186 -1.95791
*
```

The value obtained for the frontier orbital gap (alpha / beta) is 7.64 / 7.80 eV. As for the electronic energy: -324.435104 hartree. Its energy relative to the best compared isomer or geometry (same formula, charge and spin) is 181.6 kcal/mol. The calculation puts the molar mass at 97.12 g/mol. As for the LUMO energy (alpha / beta): -0.303 / -0.265 eV. The calculation puts the highest occupied orbital energy (alpha / beta) at -7.95 / -8.07 eV.

Record 3
This record from the OMol25 dataset describes one molecule with the formula C5H7NO in a non-equilibrium geometry. The level of theory is ωB97M-V/def2-TZVPD.

Structure (ORCA input):
```
! wB97M-V def2-TZVPD RIJCOSX def2/J DEFGRID3
* xyz 0 1
C -1.72117 0.76964 0.43727
C 0.12033 -0.66932 0.48216
C 0.49845 -1.81044 0.01430
O 1.05261 -1.95026 -1.28143
C 1.72249 -0.92495 -1.73413
C -0.23103 0.59133 0.53861
N 0.55098 1.62880 0.99222
H -2.25032 -0.18871 0.44605
H -1.94183 1.26904 -0.50105
H -2.10772 1.37382 1.25850
H 0.44458 -2.77011 0.49889
H 1.98835 -1.30240 -2.75138
H 0.33447 2.55670 0.65674
H 1.53980 1.42683 0.94325
*
```

The value obtained for the frontier orbital gap is 9.26 eV. As for the electronic energy: -324.533156 hartree. Its energy relative to the best compared isomer or geometry (same formula, charge and spin) is 120.0 kcal/mol. The calculation puts the molar mass at 97.12 g/mol. As for the LUMO energy: 0.761 eV. The calculation puts the highest occupied orbital energy at -8.50 eV.